The following is a DFT calculation (wB97M-V/def2-TZVPD) of one molecule with the formula C22H24N2O4 in a non-equilibrium geometry.

Its structure (SMILES) is CCOc1ccc(-c2cc(CCCC(=O)Nc3cccc(OC)c3)no2)cc1. The calculation puts the HOMO energy at -0.2955 Ha. Its energy above the lowest of the compared OMol25 structures with the same formula, charge and spin is 289.5 kJ/mol. The value obtained for the molecular weight is 380.4 g/mol. The orbital gap comes out at 8.7 eV.

Last column: Löwdin charge in e.
Geometry (Å):
1 C -5.690196 -0.362514 1.243369  -0.066
2 C -5.527630 -1.243900 0.008393  -0.240
3 O -4.551332 -0.755552 -0.891442  -0.052
4 C -3.234305 -1.000525 -0.666042  -0.273
5 C -2.707855 -1.678819 0.429544  -0.005
6 C -1.345127 -1.874170 0.531213  0.002
7 C -0.475152 -1.406698 -0.450386  -0.164
8 C -1.005074 -0.721708 -1.545916  -0.012
9 C -2.360877 -0.522240 -1.648834  0.003
10 H -2.781562 0.005152 -2.490896  0.124
11 H -0.347091 -0.335238 -2.307534  0.119
12 C 0.950985 -1.609779 -0.321053  -0.223
13 C 2.001239 -1.366246 -1.170450  0.053
14 C 3.148458 -1.731996 -0.426270  -0.306
15 N 2.797907 -2.166605 0.758404  0.114
16 O 1.443321 -2.097870 0.835657  0.007
17 C 4.563288 -1.604869 -0.871488  -0.129
18 H 4.900473 -2.563040 -1.276708  0.123
19 H 4.589057 -0.874059 -1.682051  0.117
20 C 5.525208 -1.168048 0.241395  -0.170
21 H 5.775069 -2.025320 0.866651  0.111
22 H 6.438886 -0.810930 -0.234820  0.112
23 C 4.952270 -0.067393 1.151928  -0.107
24 C 4.075719 0.894776 0.365079  -0.477
25 O 4.472107 1.496949 -0.607881  0.077
26 N 2.807284 0.988041 0.863407  0.142
27 C 1.676246 1.574293 0.289152  -0.221
28 C 1.708211 2.255676 -0.925110  -0.022
29 C 0.532613 2.760166 -1.443088  -0.073
30 C -0.676028 2.614538 -0.782392  -0.041
31 C -0.708901 1.945779 0.435677  -0.284
32 C 0.469659 1.426117 0.961165  0.045
33 H 0.420090 0.897707 1.901525  0.132
34 O -1.827742 1.746935 1.189042  -0.080
35 C -3.037788 2.311641 0.744979  -0.083
36 H -3.761895 2.111459 1.533187  0.088
37 H -2.948944 3.394024 0.607339  0.098
38 H -3.377619 1.850619 -0.187490  0.086
39 H -1.573062 3.017371 -1.223426  0.103
40 H 0.553950 3.282726 -2.387968  0.106
41 H 2.641611 2.378253 -1.446262  0.098
42 H 2.607611 0.454299 1.698852  0.138
43 H 4.381522 -0.529773 1.956390  0.099
44 H 5.777608 0.497934 1.588686  0.122
45 H 1.976888 -0.973501 -2.163965  0.120
46 H -0.942435 -2.398697 1.384144  0.122
47 H -3.345043 -2.059978 1.211440  0.107
48 H -5.303006 -2.278582 0.293498  0.118
49 H -6.455555 -1.241371 -0.571005  0.124
50 H -6.466365 -0.772725 1.883729  0.078
51 H -4.761256 -0.305156 1.805003  0.065
52 H -5.975446 0.642844 0.943645  0.076

Force components x, y, z for each atom (eV/Å):
C 0.163 -0.156 -0.373
C -0.308 -0.052 0.343
O 0.221 0.137 -0.156
C 0.266 -0.007 -0.098
C -0.429 0.031 -0.004
C 0.295 0.080 -0.227
C -0.443 -0.122 0.241
C 0.042 -0.191 0.219
C -0.228 -0.023 0.062
H -0.045 0.062 -0.101
H 0.079 0.084 -0.102
C 1.080 0.113 -0.681
C -0.607 -0.289 0.578
C -0.733 -0.200 0.044
N 1.269 -0.191 0.089
O -0.873 0.227 -0.246
C 0.288 -0.137 0.122
H -0.017 0.062 -0.063
H 0.001 -0.079 0.035
C -0.103 0.095 -0.078
H 0.082 0.026 -0.004
H 0.018 -0.069 0.058
C 0.140 0.002 -0.105
C 0.053 -0.133 0.637
O 0.164 0.068 -0.357
N -0.259 0.036 0.443
C -0.259 0.210 -0.137
C 0.251 0.040 -0.207
C -0.023 -0.080 0.111
C -0.360 0.078 0.070
C 0.192 0.040 0.063
C -0.103 0.109 -0.005
H -0.003 -0.094 0.143
O 0.377 -0.115 0.010
C -0.170 0.109 -0.070
H -0.003 0.018 -0.087
H 0.005 -0.038 -0.003
H -0.002 0.021 0.013
H -0.121 0.031 -0.011
H 0.011 0.052 -0.079
H 0.027 0.015 -0.009
H 0.175 -0.023 -0.224
H 0.051 0.064 0.004
H -0.061 0.044 0.018
H -0.057 0.132 -0.236
H 0.003 -0.049 0.084
H -0.092 -0.008 0.056
H -0.021 0.073 -0.089
H 0.132 -0.086 0.097
H -0.081 -0.025 0.098
H 0.054 0.017 0.105
H -0.040 0.093 0.005